1.
Below is one molecule with the formula C3H2N2O2, with properties calculated with the ωB97M-V functional and the def2-TZVPD basis.

XYZ file:
```
9
Properties=species:S:1:pos:R:3:forces:R:3
O -0.5394 -1.5795 0.0892 -1.1 0.8 0.5
O -2.3378 -0.2872 -0.2363 3.5 0.2 1.3
N 1.4742 -0.6219 -0.1538 3.3 3.3 -0.3
N 0.8300 -1.5769 0.0794 0.0 -5.0 0.0
C 1.0662 0.7305 -0.1119 -3.0 -2.5 1.1
C -0.2791 0.7105 0.3414 1.0 7.4 -2.3
C -1.1269 -0.3567 0.0879 -4.6 -2.6 -1.7
H -1.0757 1.6611 0.2786 2.8 -2.0 0.8
H 1.9885 1.3202 -0.3746 -2.0 0.4 0.6
```
Forces are in eV/Å.

As for the total energy: -375.3486 hartree. The charge is 0. The SMILES is O=c1ccnno1. As for the spin multiplicity: 1. For the LUMO energy, the calculation gives -1.42 eV. The frontier orbital gap is 8.5950 eV.

***

2.
Below is C13H13KN6S3 as an isolated structure, with properties calculated with the ωB97M-V functional and the def2-TZVPD basis.

XYZ file:
```
36
Properties=species:S:1:pos:R:3:forces:R:3
K 0.6978 0.5927 -0.1306 0.1 0.1 -0.3
S -0.5072 2.6318 1.9008 -0.1 0.1 0.1
S 1.1737 0.5477 3.2136 0.2 -0.3 -0.1
S 3.0199 -2.7202 0.3486 -0.1 0.0 0.0
N 0.5384 -2.6752 1.2934 -0.3 -0.4 0.5
N -1.4515 -1.2717 -1.7889 0.0 -0.2 0.4
N 1.7508 2.2140 6.5466 -0.1 0.0 -0.1
N 0.0037 -2.4535 0.0654 0.1 0.2 -0.3
N -0.5697 5.2058 4.6720 0.0 -0.1 0.0
N 2.1763 -2.3124 2.8422 -0.2 -0.1 -0.3
C -2.8248 -3.2020 -2.0454 0.4 -0.1 0.3
C -0.1268 4.1475 4.5154 -0.1 0.3 0.0
C -1.8167 -2.4961 -1.3798 -0.5 0.5 -0.9
C 1.1628 1.5330 -3.1465 -0.2 -0.2 0.6
C 1.1795 2.4735 5.5727 0.3 -0.2 0.3
C -3.0940 -1.3394 -3.5215 0.0 -0.4 0.2
C 1.8692 -2.5405 1.5326 0.7 0.2 0.0
C -1.1337 -2.9826 -0.1770 0.3 -0.2 0.9
C -1.7777 -3.9707 0.7603 -0.1 0.1 -0.1
C -3.4636 -2.6156 -3.1212 -0.1 0.2 -0.2
C 0.4718 2.8687 4.4150 -0.1 -0.2 -0.2
C 0.3747 2.0695 3.2532 -0.3 0.3 0.1
C -2.0643 -0.7212 -2.8211 0.1 0.3 -0.3
H -1.7045 0.2654 -3.1020 0.0 0.0 0.0
H -2.2340 -3.4615 1.6141 0.0 0.0 0.0
H 0.3074 2.1402 -3.4671 0.0 0.0 -0.2
H -3.5767 -0.8487 -4.3544 0.0 0.1 0.0
H -0.0793 -2.6410 2.0951 0.0 0.1 0.0
H 1.1008 0.5100 -3.5405 0.0 0.0 -0.2
H 2.1094 2.0082 -3.4203 0.0 0.0 -0.1
H -1.0207 -4.6566 1.1437 0.0 0.0 0.0
H -3.0818 -4.2082 -1.7439 -0.1 0.0 0.0
H 3.1503 -2.0794 2.9520 0.1 -0.1 0.0
H -4.2444 -3.1519 -3.6469 0.0 0.0 0.0
H -2.5584 -4.5416 0.2665 0.0 0.0 0.0
H 1.5756 -1.6314 3.3140 0.0 -0.1 0.1
```
Forces are in eV/Å.

As for the total energy: -2626.2047 hartree. The charge is -2. As for the spin multiplicity: 1. For the LUMO energy, the calculation gives 3.71 eV. The frontier orbital gap is 3.7762 eV.

***

3.
Below is one molecule with the formula C6H7I, with properties calculated with the ωB97M-V functional and the def2-TZVPD basis.

XYZ file:
```
14
Properties=species:S:1:pos:R:3:forces:R:3
I -0.6145 -2.7347 -1.3984 -0.1 0.6 0.1
C 2.0665 -0.7859 0.9260 -1.1 4.1 -1.8
C 0.7322 -0.2681 0.4442 -4.7 -2.4 -4.7
C -1.1696 0.3528 -0.4284 1.8 1.6 -0.1
C -2.2606 0.7723 -1.0334 -1.7 0.1 -0.2
C -0.3789 -0.8200 -0.6130 5.2 0.5 5.6
C -0.0253 1.0527 0.4174 0.8 -0.5 -3.2
H 2.4904 -1.1147 -0.0097 1.1 0.1 -0.1
H -2.9211 -0.0198 -1.3884 0.2 0.2 -0.6
H 2.0009 -1.5706 1.5475 -0.5 -3.0 2.2
H -2.6591 1.7898 -1.1432 0.4 -0.4 0.6
H -0.3227 1.4073 1.3323 -0.8 0.9 2.4
H 0.4978 1.8986 -0.1463 -0.6 -1.1 0.6
H 2.5641 0.0401 1.4934 0.1 -0.7 -0.9
```
Forces are in eV/Å.

As for the total energy: -530.3670 hartree. The charge is 0. The SMILES is C=C1CC(C)=C1I. As for the spin multiplicity: 1. For the LUMO energy (alpha / beta), the calculation gives 0.21 / 0.21 eV. The frontier orbital gap (alpha / beta) is 7.9119 / 7.9130 eV.

***

4.
Below is one molecule with the formula C3H7ClN2S, with properties calculated with the ωB97M-V functional and the def2-TZVPD basis.

XYZ file:
```
14
Properties=species:S:1:pos:R:3:forces:R:3
Cl 2.0787 -1.2949 -0.9777 0.4 0.1 -0.2
S -2.6500 -1.3412 -0.3660 0.1 -0.3 -0.2
N -1.1752 1.1007 -1.2825 0.0 1.5 0.1
N -1.0887 -0.8073 0.0485 -0.6 -1.0 0.6
C -0.6102 0.3936 -0.4094 1.1 -1.3 1.3
C 1.6702 -0.4869 0.5721 -1.9 0.9 -2.2
C 0.7049 0.7245 0.2453 2.0 0.0 -0.4
H -0.7022 -1.2872 0.8822 -0.3 1.1 -1.1
H 2.5375 -0.1471 1.0454 1.3 0.5 0.6
H 1.2545 1.3251 -0.5382 -0.4 -0.4 1.1
H -3.2595 -0.1738 -0.1586 -0.2 0.2 0.1
H -0.6146 1.9796 -1.2958 -0.6 -0.7 -0.6
H 0.5900 1.3308 1.1526 -0.1 -0.1 -0.2
H 1.2645 -1.3158 1.0822 -0.7 -0.4 1.2
```
Forces are in eV/Å.

As for the total energy: -1086.3689 hartree. The charge is 0. The SMILES is [H]/N=C(\CCCl)NS. As for the spin multiplicity: 1. For the LUMO energy, the calculation gives 0.56 eV. The frontier orbital gap is 9.3266 eV.

***

5.
Below is C32H46N5P2S2V as an isolated structure, with properties calculated with the ωB97M-V functional and the def2-TZVPD basis.

XYZ file:
```
88
Properties=species:S:1:pos:R:3:forces:R:3
V -0.0381 -0.7956 -0.0048 -0.1 -1.3 -0.9
S 0.1201 -0.9307 4.5827 0.0 0.0 -0.6
S 0.4878 -5.3910 -0.0345 -0.2 0.7 -0.1
P -2.3347 -0.6006 -0.6569 -2.2 0.3 -0.3
P 2.2347 -0.5708 -0.3458 2.1 0.1 -0.5
N 0.1718 -1.0319 2.0056 -0.2 0.2 0.6
N -0.0683 1.1362 -0.1312 0.0 1.0 -0.5
N 0.1101 -3.6127 -2.0692 0.0 0.1 -0.1
N 0.4711 1.1277 2.8772 -0.1 -0.1 0.0
N 0.0492 -2.8598 0.1432 0.0 -0.7 -0.4
C 1.0859 1.8701 -0.2767 1.1 0.6 -0.1
C 3.8201 0.1298 -2.6808 -0.1 -0.2 0.1
C 2.3373 1.2127 -0.1440 -0.3 0.0 0.1
C -3.2403 -1.6019 1.7537 0.0 0.1 0.0
C -2.4623 1.0384 0.1123 0.3 0.0 0.0
C 3.5214 1.9306 -0.0787 -0.1 0.3 0.0
C 2.3346 3.9366 -0.5162 0.1 -0.1 0.0
C -3.6506 1.5471 0.6188 0.1 0.3 0.0
C 3.5869 -1.4572 0.6013 -0.4 0.0 -0.1
C -3.1128 -0.3340 -2.3521 0.3 -0.1 0.1
C 0.1763 -3.3322 1.4261 0.2 -1.3 0.2
C -2.4940 3.4025 1.5384 -0.1 -0.2 -0.1
C 0.0627 -2.4743 3.8077 0.0 0.2 -0.5
C -4.6159 -0.0593 -2.3370 0.2 -0.2 0.0
C 0.1789 -3.8150 -0.7327 0.1 -0.7 0.1
C -1.3029 2.9235 1.0338 0.1 -0.1 0.0
C 4.8073 4.0842 -0.0407 0.0 0.1 0.0
C 1.3787 -0.2648 -2.9273 0.1 -0.1 0.1
C 1.1429 3.2459 -0.5714 -0.1 -0.2 -0.1
C 3.5381 3.3096 -0.1940 0.0 -0.2 0.0
C 2.6397 -0.6995 -2.1786 0.0 -0.1 0.2
C -4.9931 3.2589 1.8626 0.0 -0.1 0.1
C -1.2392 1.7322 0.2869 -1.1 0.6 0.4
C 4.9542 -1.6087 -0.0500 -0.2 -0.1 0.0
C 0.2226 -0.1828 3.0001 0.2 0.2 0.9
C -2.3748 0.8209 -3.0332 0.1 -0.2 0.0
C 0.1142 -2.3302 2.4581 0.1 -0.2 1.4
C -3.6022 -1.6045 0.2697 0.3 0.0 0.0
C -3.6367 -3.0283 -0.2823 -0.1 0.2 -0.1
C 3.6867 -0.8456 1.9965 -0.1 -0.1 -0.1
C 0.4127 -4.6655 1.5322 -0.2 0.4 -0.2
C -3.6982 2.7436 1.3184 0.0 -0.1 -0.1
H -2.9316 -1.2598 -2.9211 0.0 0.1 0.1
H 4.7489 -0.1109 -2.1751 0.1 0.0 0.0
H -4.9433 0.1618 -3.3527 0.0 0.0 0.0
H -5.2337 2.7547 2.7995 -0.1 0.1 0.1
H 5.6261 3.4277 0.2412 0.1 0.0 0.0
H -2.6824 0.8974 -4.0757 0.0 0.0 0.0
H -0.3931 3.4578 1.2705 0.0 0.1 -0.1
H 0.4886 -0.7383 -2.4933 -0.1 0.0 -0.2
H 1.2684 0.8183 -2.8526 -0.2 0.0 0.0
H 0.2397 3.7660 -0.8602 0.0 0.0 0.1
H -3.9054 -3.0377 -1.3382 0.0 -0.1 -0.1
H 0.3319 1.7495 3.6524 0.0 0.0 0.0
H -0.0039 -3.3726 4.3847 0.0 -0.2 0.1
H -3.0235 -0.5903 2.1007 0.0 -0.1 0.1
H -5.1848 -0.9197 -1.9898 -0.1 0.0 0.1
H 3.9617 -0.0584 -3.7448 0.0 0.0 -0.1
H -4.0626 -1.9983 2.3450 -0.1 -0.1 0.1
H 2.8310 -1.7621 -2.3782 -0.1 0.0 0.1
H 4.1639 0.1294 1.9569 0.0 0.1 0.0
H -4.8505 0.8051 -1.7182 0.0 0.0 0.0
H 4.4501 1.4002 0.0576 0.2 -0.1 0.0
H 1.4440 -0.5288 -3.9819 -0.1 0.0 -0.1
H -5.8071 3.0729 1.1651 -0.1 0.0 0.0
H -2.6106 1.7626 -2.5366 0.0 0.0 0.0
H -2.3612 -2.2189 1.9433 0.0 0.0 0.0
H -1.2932 0.6788 -3.0013 0.0 0.1 0.0
H 5.5835 -2.2078 0.6038 0.1 -0.1 0.1
H 5.0705 4.5858 -0.9701 0.1 0.1 -0.1
H 4.8808 -2.1261 -1.0021 0.1 0.0 -0.2
H -4.9348 4.3271 2.0514 -0.1 0.1 0.1
H 4.6933 4.8451 0.7291 0.1 0.1 0.1
H 0.5551 1.5166 1.9503 0.0 0.0 0.0
H -4.3760 -3.6202 0.2541 -0.1 -0.1 0.0
H 2.3379 4.9944 -0.7261 0.0 0.2 0.0
H 5.4510 -0.6570 -0.2027 0.1 0.2 0.0
H -0.3828 -2.7821 -2.3743 0.1 -0.2 0.0
H -2.6656 -3.5128 -0.1599 0.0 0.0 0.0
H 0.5337 -5.2464 2.4228 0.1 -0.1 0.2
H 2.6974 -0.7260 2.4355 0.0 0.1 0.1
H -4.5875 -1.1426 0.1412 0.2 0.0 0.0
H 3.6226 1.1918 -2.5496 0.0 0.1 0.0
H 4.2777 -1.4821 2.6511 0.1 -0.1 0.1
H -2.4845 4.2971 2.1421 0.0 0.2 0.0
H -4.5698 0.9938 0.4937 -0.1 -0.1 0.0
H 3.1699 -2.4729 0.6964 0.0 0.2 0.0
H 0.0744 -4.4147 -2.6736 -0.1 0.0 -0.1
```
Forces are in eV/Å.

As for the total energy: -3943.7585 hartree. The charge is +1. As for the spin multiplicity: 4. For the LUMO energy (alpha / beta), the calculation gives -2.26 / -2.25 eV. The frontier orbital gap (alpha / beta) is 6.6340 / 7.1202 eV.

***

6.
Below is a 16-piece molecular cluster, C16H46Cl18O7 overall, with properties calculated with the ωB97M-V functional and the def2-TZVPD basis.

XYZ file:
```
87
Properties=species:S:1:pos:R:3:forces:R:3
Cl -0.6196 -1.2671 -6.3224 -1.0 0.4 0.6
Cl -3.0628 -2.9872 -1.5229 -0.5 0.2 0.2
Cl 2.0137 -5.2014 -0.4015 0.5 0.7 -0.8
Cl -4.2644 2.1272 0.7207 0.2 0.1 0.5
Cl -3.7841 1.5544 4.2446 -0.1 0.0 0.1
Cl -4.2259 5.4527 -3.3623 0.1 -0.3 -0.1
Cl 5.2869 1.2135 -1.4645 0.2 -0.9 0.2
Cl 2.2930 -2.7850 -2.2032 -1.0 0.7 0.1
Cl -1.4508 -4.7158 -3.1965 0.1 0.7 0.0
Cl -4.5802 0.1850 -1.4065 0.0 -0.6 -0.2
Cl 0.7980 5.5588 1.1220 -0.1 -0.6 -0.1
Cl -3.8526 2.6220 7.0031 0.0 0.0 -0.3
Cl -5.7548 -0.9613 1.6431 -0.3 0.0 -0.3
Cl -1.9115 4.0529 -2.1890 -0.2 -0.1 -0.2
Cl 5.3993 -1.1312 0.3840 0.1 0.0 0.1
Cl -0.8436 0.3448 -3.8442 -0.8 -0.2 -0.8
Cl -3.7190 -1.7570 3.4716 0.3 -0.3 -0.5
Cl -1.4044 4.6077 2.7268 -0.3 -0.2 0.0
O -0.0443 -2.3701 1.7315 -0.2 0.0 0.6
O 2.0006 1.1643 -1.1509 -0.1 0.1 -1.0
O 0.5056 -0.2158 3.2872 -0.2 1.2 0.9
O 2.9597 0.5409 -4.0106 -0.2 0.5 -0.4
O 3.8645 -2.9876 4.1618 -0.4 -0.1 -0.8
O 2.2151 1.2486 1.6347 0.4 0.1 -0.3
O 0.1201 -0.5905 -0.2573 -0.4 -0.9 0.6
C -0.1538 4.1155 1.5901 0.5 0.1 0.0
C -1.7090 -0.1704 -5.3558 0.9 0.2 -0.4
C 1.6249 2.5101 -1.4723 -0.1 -0.5 -0.1
C -4.3030 -1.9624 1.7887 -0.4 0.2 0.6
C 3.4654 1.2061 2.2749 1.5 0.3 -0.2
C 5.2247 -0.5854 -1.2743 -0.3 0.5 -0.8
C -0.8939 -3.4678 1.6583 -0.8 -1.3 -0.1
C -1.0685 0.1403 0.0453 0.3 -0.2 -1.8
C -5.2210 1.6253 -0.6546 0.0 1.1 -0.8
C -0.4312 0.4668 4.1562 0.4 0.1 -1.2
C 3.2474 -3.0860 2.8519 0.1 0.0 0.7
C 2.9559 -4.2916 -1.6410 0.7 -0.5 -0.1
C -3.5369 2.9672 5.2816 -0.1 0.0 0.1
C -1.6499 -3.0554 -2.5592 0.6 -0.1 0.1
C -2.6194 4.7527 -3.6653 0.3 0.6 0.2
C 2.6811 -0.6227 -4.7701 -0.2 0.1 0.4
H 3.9354 -3.9900 -1.2698 -0.2 -0.6 0.4
H 2.9253 -2.1239 2.4533 0.0 0.2 0.2
H 3.4098 -1.3826 -4.4879 0.1 -0.3 -0.6
H -1.8828 -3.2975 1.2325 -0.2 0.7 0.0
H -1.4719 0.1815 4.0023 0.2 -0.7 0.4
H -1.9833 5.5964 -3.9330 -0.1 -0.3 -0.1
H 1.5597 1.0388 2.3040 -0.6 -0.8 0.1
H -1.2118 0.8970 -0.7260 0.1 0.7 0.3
H 1.5225 2.5870 -2.5547 0.2 0.0 0.0
H 4.2525 -0.9154 -1.6404 0.1 0.2 0.2
H -4.6232 -2.9942 1.6439 0.3 0.2 0.0
H 2.1309 1.1381 -0.2002 0.2 -0.1 0.9
H 2.7493 0.4304 -3.0804 -0.1 -0.2 0.3
H 0.4992 3.3965 2.0848 0.0 0.3 -0.1
H 4.6506 -2.4392 4.1087 0.0 0.0 -0.1
H 3.0780 -4.8704 -2.5566 -0.1 -0.4 0.5
H 3.5816 2.0457 2.9601 0.0 -0.1 0.2
H 2.6759 -0.3453 -5.8242 0.6 -0.1 0.0
H -1.0876 -3.8874 2.6455 0.3 0.1 0.1
H -2.6888 -0.6025 -5.1523 0.5 -0.4 0.3
H 2.3714 3.2138 -1.1040 -0.1 0.1 0.0
H -1.7480 -2.3015 -3.3403 -0.1 -0.5 -0.1
H -0.5841 3.6497 0.7036 -0.1 0.3 0.1
H -2.4920 3.2655 5.1963 -0.3 0.1 0.0
H -2.6584 4.0026 -4.4553 -0.1 0.1 0.3
H 0.7362 -0.1541 -0.8502 0.1 0.7 -0.1
H 2.3600 -3.7068 2.9750 0.1 0.1 0.0
H 0.1740 -1.0547 2.9586 -0.3 -0.6 -0.2
H 4.2794 1.2644 1.5522 -0.3 0.6 -0.5
H -0.1224 -1.8706 0.9154 0.6 0.4 -0.5
H 3.7735 0.2691 2.7387 -0.9 -0.3 0.5
H -4.2525 3.7185 4.9476 0.3 0.0 0.2
H -0.7909 -2.7940 -1.9412 0.0 -0.2 -0.1
H -1.0774 0.5336 1.0618 -0.1 -0.1 0.0
H -0.4681 1.5007 3.8130 0.3 0.4 0.2
H 5.9969 -1.0279 -1.9036 0.1 0.2 0.3
H -0.5130 -4.2515 1.0035 0.5 -0.2 0.1
H 1.6823 -1.0319 -4.6181 -0.1 0.0 0.4
H -5.0928 2.4055 -1.4049 -0.2 0.0 0.1
H -6.2773 1.5485 -0.3969 0.3 -0.4 0.1
H -1.8746 -0.5417 -0.2253 -0.4 0.0 0.8
H -3.5609 -1.6278 1.0639 -0.1 -0.1 0.3
H 0.6414 2.7064 -1.0453 0.0 0.3 0.1
H 3.8918 -3.5556 2.1088 0.2 -0.1 0.1
H -1.8840 0.6875 -6.0050 0.3 0.1 0.4
H -0.0828 0.4446 5.1888 -0.3 -0.2 0.0
```
Forces are in eV/Å.

As for the total energy: -9447.2175 hartree. The charge is 0. As for the spin multiplicity: 1. For the LUMO energy, the calculation gives -0.01 eV. The frontier orbital gap is 10.0815 eV.

***

> Look up the spin multiplicity of the fifth one.

4